# C17H39Br10N3O7

A 9-piece molecular cluster, C17H39Br10N3O7 overall at a distorted geometry (the ωB97M-V functional and the def2-TZVPD basis, OMol25).

The geometry in XYZ format:
```
76
Properties=species:S:1:pos:R:3:forces:R:3
O 14.22047 -27.43256 -27.70896 1.3 0.2 -1.6
H 5.91318 -31.48032 -32.92110 0.1 0.2 0.1
H 11.87866 -26.29675 -26.02286 -0.2 -0.3 0.2
Br 3.13459 -27.56324 -35.09785 1.0 0.5 0.7
C 3.77889 -35.37482 -34.43162 1.5 -0.5 1.0
H 8.75783 -35.97612 -28.45643 -0.5 -0.1 0.0
H 4.99300 -32.05294 -26.67363 0.2 0.3 0.1
Br 9.85002 -27.47857 -27.38570 -0.7 -0.6 -0.6
H 6.66958 -31.82727 -27.36680 0.0 -0.2 0.6
H 9.48776 -28.78826 -30.16583 0.1 -0.2 0.3
Br 8.86555 -28.68190 -33.10792 1.0 -0.7 -0.1
C 12.95459 -26.44912 -25.93768 0.4 -1.2 -1.3
Br 10.98811 -32.61308 -34.53342 -0.3 0.9 0.1
H 4.43844 -29.05148 -33.07628 0.5 -0.2 0.6
H 11.05950 -29.93937 -32.51241 -0.1 0.1 -0.2
C 11.96473 -27.17977 -30.85676 0.1 -0.3 0.7
H 7.09030 -33.75256 -34.48430 -0.2 -0.5 -0.2
H 3.47119 -36.39980 -34.22464 -0.3 -0.1 -0.4
H 5.86980 -35.69034 -33.67339 -0.1 -0.3 -0.3
C 4.53416 -27.07229 -33.72486 -0.5 -0.4 0.7
C 10.45801 -30.67083 -34.53836 0.3 -0.1 1.1
N 12.76905 -30.85755 -29.13116 -1.5 -1.7 2.0
H 10.14421 -29.85235 -27.94281 -0.3 -0.2 0.4
C 4.36795 -28.07273 -32.60175 0.0 -0.4 0.0
O 11.92707 -25.31152 -29.41909 0.6 -0.8 -0.7
H 14.04840 -31.12099 -27.68239 0.8 0.1 0.1
Br 5.83354 -27.74901 -31.29956 -0.7 -0.2 -0.5
H 9.64059 -31.01234 -32.60823 0.1 0.4 0.2
N 12.44617 -25.80820 -30.40559 -0.1 1.2 -1.2
C 8.77698 -34.95565 -30.27978 0.2 -0.1 -0.4
C 6.78344 -31.93086 -33.39834 -0.2 0.0 -0.2
Br 10.64161 -35.78123 -30.43805 -1.4 0.6 -0.1
H 14.60273 -30.04512 -29.04375 0.5 -0.4 0.2
H 7.83855 -28.74849 -29.61866 -0.1 -0.5 0.0
Br 4.13577 -31.02216 -29.20651 0.9 0.8 0.6
H 8.03444 -35.51191 -30.85189 0.6 -0.3 -0.3
C 5.38627 -30.16110 -27.85193 -0.4 -1.9 0.8
O 12.96347 -28.72921 -26.44909 -1.6 -4.4 1.2
H 8.39378 -29.56186 -27.41315 0.5 -0.1 0.3
H 7.49302 -32.19624 -32.61465 -0.1 -0.3 0.0
O 13.20511 -25.18349 -31.17035 -0.8 -1.2 1.1
H 14.54717 -31.92357 -29.21367 0.1 0.3 -0.1
C 10.18801 -30.21272 -33.10729 -0.9 -0.5 -0.1
C 6.24643 -33.11673 -34.21653 0.1 0.6 1.4
O 12.53230 -30.12078 -30.01265 -0.7 2.2 -3.0
C 9.23793 -29.25300 -28.02969 0.5 0.2 0.0
H 8.86743 -33.96650 -30.72867 0.1 -0.1 0.3
H 11.44599 -27.13377 -31.81431 -0.1 0.7 0.2
H 3.43094 -28.08087 -32.04493 0.1 0.5 -0.1
C 5.80623 -31.36087 -26.89226 0.1 2.4 -0.7
Br 8.69032 -31.17339 -30.09651 -0.4 1.0 0.6
H 7.26130 -31.17481 -34.02135 0.0 0.0 -0.2
H 4.73525 -35.38847 -32.37557 -0.4 -0.2 -0.1
H 8.86280 -34.29121 -28.19551 -0.2 0.3 -0.3
O 11.87397 -31.43768 -28.50935 1.1 -0.1 -0.1
N 13.38256 -27.63294 -26.77596 -0.3 5.2 0.5
C 4.96943 -35.13549 -33.40962 -0.7 1.7 -1.0
H 4.38390 -26.05240 -33.37080 -0.1 -0.1 -0.5
C 14.17394 -31.00593 -28.75900 -0.5 -0.1 1.2
H 11.32457 -27.52254 -30.04386 0.1 0.0 -0.2
O 5.30177 -33.73784 -33.32730 0.3 -0.2 -0.2
H 13.20976 -26.71774 -24.91258 0.1 0.4 0.2
H 4.16597 -35.28514 -35.44663 0.0 -0.2 0.0
C 8.79399 -29.24947 -29.46294 0.3 0.2 -0.6
H 5.55753 -27.23227 -34.06431 -0.4 0.3 -0.8
H 13.40323 -25.54199 -26.34258 0.4 -0.2 0.3
H 11.33316 -30.13264 -34.90245 -0.5 -0.1 -0.7
H 6.25605 -29.73655 -28.35327 -0.3 -0.2 -0.2
H 9.51371 -30.61124 -35.07951 0.6 0.0 -0.4
H 4.85582 -29.38995 -27.29331 -0.2 -0.2 -0.4
H 5.76972 -32.67727 -35.09272 -0.2 -0.5 -0.3
Br 6.37338 -30.38852 -25.18862 -0.2 -1.0 -1.0
H 12.76185 -27.90733 -31.00965 0.4 0.5 0.4
Br 6.48963 -34.98020 -28.47290 -0.3 0.1 -0.2
H 2.91918 -34.70866 -34.35934 0.3 0.1 0.5
C 8.37206 -35.02810 -28.83133 1.6 -0.3 0.8
```
Positions in Å, forces in eV/Å.

As for the electronic energy: -27101.89886 Eh. Its LUMO energy (spin up / spin down) is 0.0614 / 0.0614 Ha. Its charge is -1. The HOMO energy (spin up / spin down) comes out at -0.868 / -4.460 eV. Its frontier orbital gap (spin up / spin down) is 2.54 / 6.13 eV. As for the spin multiplicity: 2.



# C19H33N5ORuS

C19H33N5ORuS as an isolated structure at a distorted geometry (the ωB97M-V functional and the def2-TZVPD basis, OMol25).

The geometry in XYZ format:
```
60
Properties=species:S:1:pos:R:3:forces:R:3
H -2.41579 1.22433 1.12476 0.0 0.0 0.0
H 2.79812 3.70627 0.21586 0.0 0.0 0.0
H 0.13292 -4.76484 0.50902 0.0 0.0 0.0
C -0.99830 -2.22288 0.27911 0.2 -0.1 0.0
C 3.05053 -3.19152 -0.12548 0.0 0.2 0.0
H -3.26042 -0.92705 0.27211 0.0 0.0 0.1
O -0.00876 0.59445 2.45148 0.8 2.6 -3.1
C 2.55453 -1.89700 -0.13792 0.2 0.0 0.0
C -2.08170 -3.23233 0.36851 0.0 0.0 0.0
H -1.03580 3.59664 -1.21920 0.0 0.0 0.0
H 2.58867 2.47639 1.47731 0.0 0.0 0.0
H 5.00668 -1.69895 -1.27713 0.0 0.0 0.0
H -2.74749 0.45106 6.38382 0.0 0.0 0.0
S -0.08885 -0.03850 3.81790 -0.3 -3.6 1.3
N -1.17843 1.58708 -0.51870 0.0 -0.1 0.4
H -2.17460 -3.74819 -0.59493 0.0 0.0 0.0
H -1.20725 1.43809 -1.53001 -0.1 0.0 -0.1
H -3.05424 -2.82004 0.61709 0.0 0.0 0.0
H 2.54881 -5.26199 0.17449 0.0 0.0 0.0
C -2.09250 -0.14164 5.74282 0.1 0.0 -0.1
H 5.03088 0.04734 -1.50746 0.0 0.0 0.0
C 3.33666 -0.68741 -0.41647 0.0 -0.3 0.1
C 2.53302 2.66439 0.40446 0.1 -0.1 0.2
H 1.68201 1.07018 4.88776 0.3 -0.1 0.1
H 4.09497 -3.37929 -0.33267 0.0 0.0 0.0
H -3.29997 1.56697 -0.37086 0.0 0.0 -0.1
N 2.65552 0.40178 -0.27044 -0.1 0.1 0.4
C 0.13049 3.28221 0.58141 -0.3 0.0 0.1
C -1.09912 3.07299 -0.26469 0.2 0.1 0.1
H 2.67683 -0.17677 2.83716 0.0 0.0 0.0
C 0.84056 -3.96285 0.34961 0.0 0.0 0.0
H -1.90096 1.41117 4.18607 -0.1 0.0 0.1
C -2.43989 1.04288 0.05034 -0.1 -0.2 0.2
C 0.41149 -2.64661 0.30770 -0.1 0.0 -0.1
H -2.00577 3.40760 0.23395 0.0 0.0 0.0
H 3.45352 1.97755 -1.43116 0.0 0.0 0.0
Ru 0.53989 0.35930 0.06130 -0.3 -0.8 0.1
H 0.47260 4.31805 0.60507 0.0 0.0 -0.1
N 1.26158 -1.62266 0.10351 -0.2 0.0 0.3
H 1.31920 -0.52505 5.59170 0.0 0.0 0.0
C -1.29870 0.83546 4.89074 0.5 0.5 -0.1
H 2.49494 -1.70037 3.75830 0.0 0.0 -0.1
N -1.13453 -0.96373 0.04661 -0.1 0.3 0.3
H -1.45176 -0.73278 6.39650 0.0 0.0 0.0
C 3.36798 1.69428 -0.37768 0.0 0.2 0.0
N 1.14507 2.40376 -0.04311 -0.1 -0.1 0.2
H -0.02694 2.93990 1.60386 0.1 0.0 0.1
C 1.51763 0.01264 4.65900 -0.6 1.0 -0.1
H -1.82548 -3.98661 1.11240 0.0 0.0 0.0
H 4.37158 1.61542 0.03608 0.0 0.0 0.0
H 3.56609 -0.42960 4.33880 0.0 0.0 0.0
H 5.40067 -0.64294 0.07826 0.0 0.0 0.0
C 2.61904 -0.62068 3.83304 0.0 0.0 0.2
H -2.64332 -0.58348 -1.34059 0.0 0.0 0.0
C -2.46937 -0.41789 -0.27281 0.0 0.2 -0.1
H -0.67809 1.51384 5.48435 -0.2 0.1 0.0
C 4.76668 -0.74648 -0.81114 -0.1 0.1 0.0
H 1.13025 2.58873 -1.05095 0.0 0.1 0.0
C 2.18645 -4.24165 0.14950 -0.1 0.0 0.0
H -2.71353 -0.80084 5.13955 0.0 0.0 0.0
```
Positions in Å, forces in eV/Å.

As for the electronic energy: -1584.28842 Eh. Its LUMO energy (spin up / spin down) is -0.5828 / -0.5828 Ha. Its charge is +4. The HOMO energy (spin up / spin down) comes out at -20.647 / -20.629 eV. Its frontier orbital gap (spin up / spin down) is 4.79 / 4.77 eV. As for the spin multiplicity: 1.



# C21H35Cu2N3O

C21H35Cu2N3O as an isolated structure at a distorted geometry (the ωB97M-V functional and the def2-TZVPD basis, OMol25).

The geometry in XYZ format:
```
62
Properties=species:S:1:pos:R:3:forces:R:3
H 5.33811 24.86611 10.03327 0.5 0.2 -1.0
H 1.34009 24.07131 8.60507 -1.0 -0.2 -0.9
C 2.55475 21.16290 7.19512 -0.9 0.0 0.5
H 10.71046 25.40957 12.66427 -0.3 0.2 0.8
H 2.81265 24.88928 10.16575 -0.1 -0.1 -0.4
C 8.48561 29.20165 8.16467 -0.7 -0.3 0.7
C 1.79981 23.11435 8.40690 1.4 0.2 -0.8
H 1.68524 17.79830 2.03891 0.3 0.9 0.4
C 3.47955 21.84544 9.37642 -0.6 -0.6 -0.6
C 9.70243 25.00602 12.56883 -0.2 0.3 -0.8
Cu 5.89161 26.19989 7.33403 -0.4 -0.2 1.5
N 7.71584 26.22210 11.68571 -1.7 0.9 1.7
O 5.15115 24.98704 9.08199 0.8 -0.8 -2.3
C 6.23005 26.24708 12.04645 0.0 -1.0 -0.6
C 2.34011 20.16625 6.12496 -0.2 -1.2 -0.6
H 3.96473 20.06857 8.38539 -0.1 -0.3 0.0
H 6.51888 29.81622 8.80211 0.1 0.4 0.4
H 3.63727 23.75811 11.11564 -0.3 -0.6 0.1
N 1.74621 18.18688 4.23328 2.3 2.0 -0.9
H 5.66703 26.39990 11.12572 0.1 0.1 0.2
C 8.03958 27.68684 11.14598 -0.3 -0.2 -0.4
H 1.83675 23.88098 11.16280 0.0 -0.8 -0.2
H 7.52710 24.23690 10.59013 -0.7 0.2 1.3
Cu 6.18518 23.42971 7.67896 -0.7 1.0 1.3
H 3.81773 17.67331 4.27523 -0.2 -0.1 -0.2
C 8.53352 25.87120 13.01713 0.4 1.5 -0.8
C 1.76162 22.28654 7.24046 -0.9 2.3 2.3
H 5.96164 25.27019 12.44863 0.2 -0.1 0.1
C 2.72422 23.86580 10.53012 0.6 1.4 0.2
H -0.16900 19.04909 4.08603 -0.2 -0.4 0.2
H 7.90969 25.57791 9.67798 0.5 0.4 0.0
H 1.01467 22.61095 6.53108 0.2 -0.3 -0.4
H 6.03123 28.51239 10.69251 0.2 0.1 0.3
H 8.99897 27.70086 10.62880 0.1 -0.5 0.1
H 0.15411 20.45879 6.01971 0.2 0.4 0.1
C 6.95901 28.21239 10.20534 0.6 1.1 -1.5
H 8.79098 26.87384 13.35852 0.2 -0.2 0.3
C 3.33389 20.94314 8.32545 1.9 -0.2 0.5
H 10.18071 25.50170 10.43996 0.2 0.0 0.4
H 8.11349 28.42648 11.94320 0.0 -0.6 0.6
H 9.46025 28.83985 8.49220 -0.3 -0.7 0.3
H 9.63115 24.03676 13.06234 0.2 0.1 -0.1
C 0.76499 19.06106 4.62818 1.4 -1.2 -0.3
H 2.31345 16.53253 3.09329 -0.1 0.1 0.0
C 8.08602 25.16904 10.67288 0.5 0.5 -0.2
H 7.97442 28.54349 7.46209 0.4 -0.6 -0.4
N 2.71082 22.93533 9.38568 -1.0 -0.4 0.2
H 0.59656 16.91536 3.06083 0.0 -0.1 0.0
H 9.75236 23.83529 10.83564 0.2 0.1 -0.6
H 6.65536 27.43130 9.50835 0.0 -0.4 -0.4
H 7.92555 25.39934 13.78903 -0.4 0.0 -0.5
C 7.41968 29.46589 9.30601 1.4 -0.8 -0.1
C 3.37560 19.36439 5.62151 -1.2 -1.4 -1.4
H 7.89754 30.21360 9.93901 -0.7 0.3 0.2
H 5.89892 26.98586 12.77629 0.7 0.2 0.0
H 4.08529 21.69153 10.25721 0.2 -0.3 -0.1
C 3.06024 18.34236 4.65599 -1.7 1.8 1.8
H 4.41011 19.46852 5.91366 0.0 0.0 0.1
H 8.82608 30.04370 7.56205 -0.8 0.6 0.3
C 1.59555 17.35018 3.02848 -1.1 -1.7 0.0
C 9.52353 24.87970 11.04769 0.3 -1.3 -0.8
C 1.02438 19.94619 5.63726 0.5 0.5 0.4
```
Positions in Å, forces in eV/Å.

As for the electronic energy: -4340.05231 Eh. Its LUMO energy is -0.4957 Ha. Its charge is +4. The HOMO energy comes out at -20.349 eV. Its frontier orbital gap is 6.86 eV. As for the spin multiplicity: 1.



# C5H9N

The molecule C5H9N at a distorted geometry (the ωB97M-V functional and the def2-TZVPD basis, OMol25).

The geometry in XYZ format:
```
15
Properties=species:S:1:pos:R:3:forces:R:3
H 0.89473 -1.58880 -0.47401 0.0 0.1 0.1
H 1.38239 -1.33469 1.21351 0.0 0.1 -0.1
H 0.07708 0.28166 -1.84985 0.0 0.1 0.1
C 0.36729 0.37142 0.30454 0.0 0.0 0.0
C 0.21799 1.03605 -1.06771 0.0 0.0 0.0
H -0.87761 -0.55631 1.83738 0.0 0.1 -0.1
H -1.55647 0.92380 1.15782 0.1 -0.1 -0.1
H 2.28840 -0.56150 -0.09734 -0.2 0.0 0.0
H 1.10785 1.62033 -1.32087 -0.1 -0.1 0.0
H 0.80739 1.09588 1.00245 -0.1 -0.1 -0.1
C 1.28528 -0.84906 0.23564 0.0 0.0 0.0
N -2.50021 -1.37882 -0.74267 0.6 0.5 0.7
C -1.00502 0.00998 0.90750 0.0 0.0 0.1
C -1.84284 -0.77829 -0.00435 -0.5 -0.5 -0.6
H -0.64626 1.70835 -1.10204 0.1 0.0 0.0
```
Positions in Å, forces in eV/Å.

As for the electronic energy: -250.66560 Eh. Its LUMO energy is 0.0312 Ha. Its charge is 0. The HOMO energy comes out at -11.458 eV. Its frontier orbital gap is 12.31 eV. The SMILES is CC(C)CC#N. As for the spin multiplicity: 1.



# C5H8NO3S2

An isolated ion of composition C5H8NO3S2 and charge -1 at a distorted geometry (the ωB97M-V functional and the def2-TZVPD basis, OMol25).

The geometry in XYZ format:
```
19
Properties=species:S:1:pos:R:3:forces:R:3
C -0.07928 -0.93812 -0.00610 0.3 2.6 2.4
S -2.80254 -0.61831 0.09701 -0.6 0.6 -0.1
C 1.23033 -0.39958 0.57489 3.5 -1.6 -0.4
C -2.82029 0.76648 -1.14196 -0.2 1.9 3.6
H -3.80975 0.97718 -1.50956 -0.8 -0.2 0.4
O 2.67174 1.40407 -0.05064 0.1 0.5 -0.3
H -2.47253 1.76589 -0.59592 -0.2 -2.2 -1.5
S 3.72346 -0.29930 0.15448 -1.9 -2.2 1.2
H -1.31537 -1.26961 1.69796 0.2 0.4 1.0
H -0.11481 -1.95756 -0.04805 0.4 -2.7 -0.7
H -0.36388 -0.43750 -0.89249 0.5 0.2 -1.4
C 1.49310 1.06858 0.29584 -0.8 0.3 -0.5
C -1.16637 -0.50962 0.95012 -0.8 1.5 -1.5
H 1.38001 -0.40771 1.71864 -0.9 -0.6 -1.3
N 2.42687 -1.18100 -0.07140 -0.8 2.1 1.5
H -0.89082 0.57487 1.14808 -0.9 -1.4 0.8
O 0.54891 1.83526 0.43486 -0.5 0.9 0.1
H -2.32586 0.45054 -1.98518 1.9 -0.2 -1.8
O 4.68707 -0.82455 -0.77057 1.7 0.2 -1.4
```
Positions in Å, forces in eV/Å.

As for the electronic energy: -1272.17421 Eh. Its LUMO energy is 0.1099 Ha. Its charge is -1. The HOMO energy comes out at -4.538 eV. Its frontier orbital gap is 7.53 eV. As for the spin multiplicity: 1.